Record 1
A molecular structure, C63H46KN5O4. Source: the Open Molecules 2025 dataset; level of theory: ωB97M-V/def2-TZVPD.

Output
Net charge: -2
HOMO-LUMO gap (alpha / beta), eV: 4.219 / 4.236

CARTESIAN COORDINATES (ANGSTROEM)
K  -1.806  0.890  -0.929
C  5.857  -7.617  -3.607
O  4.480  -7.351  -3.747
C  4.085  -6.085  -3.321
C  4.742  -4.933  -3.721
C  4.291  -3.691  -3.291
C  3.165  -3.559  -2.466
C  2.514  -4.748  -2.084
C  2.972  -5.987  -2.500
C  2.678  -2.282  -1.992
C  3.209  -0.967  -2.305
C  4.131  -0.300  -3.127
C  4.000  1.070  -2.853
C  3.000  1.274  -1.889
N  2.594  -0.008  -1.547
C  2.476  2.555  -1.481
C  1.378  2.934  -0.736
C  1.020  4.329  -0.476
C  -0.077  4.313  0.307
C  -0.404  2.904  0.561
C  -1.426  2.493  1.498
C  -2.138  3.557  2.263
C  -3.529  3.683  2.160
C  -4.234  4.621  2.893
C  -3.554  5.476  3.752
O  -4.329  6.383  4.443
C  -3.653  7.277  5.293
C  -2.174  5.383  3.873
C  -1.486  4.423  3.132
C  -1.594  1.166  1.975
N  -1.158  0.087  1.349
C  -1.044  -0.947  2.254
C  -0.219  -2.013  2.005
C  -0.215  -3.250  2.799
C  -1.367  -3.721  3.440
C  -1.353  -4.878  4.199
C  -0.180  -5.616  4.308
O  -0.256  -6.771  5.055
C  0.960  -7.420  5.346
C  0.965  -5.198  3.644
C  0.938  -4.025  2.898
C  0.767  -1.819  0.920
C  1.312  -0.599  0.698
C  1.547  -0.605  -0.767
C  1.706  -2.083  -1.000
N  1.061  -2.800  -0.081
C  -1.704  -0.521  3.509
C  -2.021  0.776  3.349
N  0.446  2.118  -0.113
C  3.288  3.692  -2.029
C  4.239  4.335  -1.255
C  4.987  5.404  -1.748
C  4.777  5.833  -3.051
O  5.457  6.873  -3.641
C  6.407  7.541  -2.847
C  3.829  5.198  -3.847
C  3.098  4.141  -3.336
H  5.989  -8.691  -3.733
H  6.217  -7.317  -2.618
H  6.457  -7.102  -4.365
H  5.608  -4.994  -4.370
H  4.829  -2.807  -3.601
H  1.653  -4.676  -1.431
H  2.465  -6.894  -2.192
H  4.784  -0.739  -3.861
H  4.559  1.861  -3.326
H  1.529  5.201  -0.856
H  -0.630  5.166  0.668
H  -4.058  3.032  1.471
H  -5.308  4.713  2.799
H  -4.413  7.920  5.732
H  -2.935  7.892  4.741
H  -3.123  6.751  6.094
H  -1.623  6.032  4.539
H  -0.410  4.344  3.235
H  -2.297  -3.183  3.308
H  -2.249  -5.239  4.688
H  0.728  -8.194  6.075
H  1.691  -6.724  5.769
H  1.393  -7.886  4.456
H  1.878  -5.776  3.681
H  1.824  -3.711  2.361
H  1.131  0.283  1.277
H  0.617  -0.285  -1.263
H  -1.787  -1.100  4.416
H  -2.438  1.440  4.094
H  4.395  3.995  -0.239
H  5.715  5.878  -1.107
H  6.829  8.330  -3.466
H  7.208  6.868  -2.527
H  5.945  7.987  -1.960
H  3.675  5.551  -4.859
H  2.356  3.648  -3.953
C  -5.521  3.758  -1.548
C  -6.400  2.949  -0.834
C  -6.158  1.585  -0.797
C  -5.038  1.049  -1.450
C  -4.095  1.818  -2.167
C  -4.418  3.192  -2.181
C  -4.892  -0.448  -1.390
C  -6.039  -1.280  -1.599
C  -5.919  -2.631  -1.545
C  -4.659  -3.216  -1.264
C  -4.434  -4.611  -1.154
C  -3.191  -5.089  -0.851
C  -2.109  -4.198  -0.645
C  -2.302  -2.852  -0.755
C  -3.583  -2.333  -1.071
N  -3.719  -0.978  -1.147
H  -5.693  4.830  -1.597
H  -7.249  3.373  -0.309
H  -6.827  0.943  -0.227
H  -3.755  3.883  -2.704
H  -6.988  -0.809  -1.821
H  -6.779  -3.272  -1.716
H  -5.267  -5.290  -1.306
H  -3.027  -6.156  -0.762
H  -1.118  -4.558  -0.393
H  -1.479  -2.170  -0.583


Record 2
A molecular structure, C21H31O4Ru at a distorted geometry. Source: the Open Molecules 2025 dataset; level of theory: ωB97M-V/def2-TZVPD.

Output
Spin multiplicity: 5
Net charge: +1
HOMO-LUMO gap (alpha / beta), eV: 6.830 / 6.071

CARTESIAN COORDINATES (ANGSTROEM)
O  0.031  2.069  -1.838
C  0.124  1.624  -3.261
C  -0.578  2.828  -3.853
H  -0.429  0.702  -3.485
H  1.180  1.522  -3.551
C  -0.559  3.302  -2.393
H  -1.566  2.637  -4.271
H  0.032  3.412  -4.541
C  -1.923  3.595  -1.818
H  -2.570  2.713  -1.820
H  -2.414  4.371  -2.414
H  -1.790  3.987  -0.807
C  0.361  4.503  -2.322
H  1.313  4.304  -2.825
H  0.488  4.820  -1.287
H  -0.093  5.345  -2.854
Ru  0.951  -0.536  1.609
C  2.864  -0.997  3.176
C  2.901  -2.132  2.334
C  2.904  -1.690  0.974
H  2.978  -3.166  2.647
C  2.947  -0.247  0.967
C  2.862  0.184  2.347
H  2.944  1.219  2.667
H  2.819  -1.009  4.264
H  3.023  -2.306  0.086
H  3.131  0.384  0.101
C  -0.492  -0.737  4.253
C  0.349  0.294  3.751
C  -0.251  0.816  2.519
H  1.136  0.786  4.310
C  -1.439  -0.006  2.277
C  -1.563  -0.924  3.355
H  -2.400  -1.602  3.506
H  -0.357  -1.269  5.190
H  -0.070  1.799  2.104
H  -2.190  0.201  1.522
O  -2.339  -0.170  -2.188
C  -1.603  -0.220  -0.953
C  -0.165  -0.711  -1.223
H  -2.073  -0.973  -0.285
H  -1.624  0.762  -0.441
C  -0.411  -1.669  -2.407
H  0.283  -1.165  -0.306
H  0.476  0.138  -1.488
C  -1.753  -1.214  -3.040
H  -0.527  -2.704  -2.034
H  0.424  -1.675  -3.122
H  -2.463  -2.051  -3.132
H  -1.597  -0.828  -4.061
C  -0.167  -4.673  2.338
O  0.730  -3.544  2.195
C  0.168  -2.535  1.496
O  -0.887  -2.738  0.888
H  0.398  -5.410  2.911
H  -0.454  -5.064  1.354
H  -1.066  -4.351  2.879


Record 3
A molecular structure, C2H3CuO2 at a distorted geometry. Source: the Open Molecules 2025 dataset; level of theory: ωB97M-V/def2-TZVPD.

Output
Spin multiplicity: 3
Net charge: +2
HOMO-LUMO gap (alpha / beta), eV: 9.689 / 8.221

CARTESIAN COORDINATES (ANGSTROEM)
C  -0.773  0.554  0.000
C  0.385  -0.370  -0.037
O  1.551  0.128  -0.436
O  -1.962  0.236  0.114
H  0.003  -1.230  -0.636
H  -2.619  0.947  -0.038
Cu  3.134  0.300  -0.065
H  0.280  -0.565  1.097


Record 4
C23H20N4O3 in the gas phase at a distorted geometry. Source: the Open Molecules 2025 dataset; level of theory: ωB97M-V/def2-TZVPD.

Output
Net charge: 0
HOMO-LUMO gap, eV: 7.481

CARTESIAN COORDINATES (ANGSTROEM)
O  2.197  -3.288  -4.777
C  1.253  -3.429  -4.023
N  0.427  -4.501  -4.089
C  0.706  -5.646  -4.920
C  0.771  -6.917  -4.068
O  -0.449  -7.168  -3.409
C  0.886  -2.412  -2.996
C  0.266  -2.734  -1.791
C  -0.039  -1.742  -0.880
C  0.256  -0.408  -1.156
C  -0.075  0.622  -0.164
N  0.192  0.322  1.081
N  0.024  1.180  2.056
C  -0.399  2.408  1.831
N  -0.463  3.288  2.864
C  -0.155  3.125  4.212
C  -0.319  4.233  5.041
C  -0.038  4.154  6.391
C  0.414  2.961  6.940
O  0.703  2.834  8.265
C  0.579  1.853  6.114
C  0.298  1.928  4.766
C  -0.822  2.830  0.515
C  -1.413  4.068  0.216
C  -1.844  4.347  -1.056
C  -1.731  3.389  -2.068
C  -1.162  2.171  -1.805
C  -0.669  1.878  -0.522
C  0.917  -0.093  -2.342
C  1.230  -1.086  -3.247
H  -0.311  -4.616  -3.412
H  1.661  -5.463  -5.415
H  -0.078  -5.751  -5.682
H  1.062  -7.769  -4.696
H  1.512  -6.795  -3.275
H  -1.130  -7.344  -4.068
H  0.046  -3.761  -1.539
H  -0.508  -1.983  0.061
H  -0.774  4.219  2.628
H  -0.669  5.170  4.628
H  -0.171  5.025  7.021
H  0.546  3.673  8.715
H  0.931  0.932  6.551
H  0.427  1.072  4.127
H  -1.550  4.816  0.985
H  -2.292  5.305  -1.275
H  -2.103  3.613  -3.056
H  -1.102  1.419  -2.576
H  1.213  0.928  -2.540
H  1.750  -0.856  -4.164


Record 5
2 unconnected molecules or ions with the total composition C3H8N2 at a distorted geometry. Source: the Open Molecules 2025 dataset; level of theory: ωB97M-V/def2-TZVPD.

Output
Net charge: 0
HOMO-LUMO gap, eV: 9.314

CARTESIAN COORDINATES (ANGSTROEM)
C  1.705  -1.526  0.002
C  0.810  0.714  -0.216
C  0.681  -0.720  0.064
N  -2.402  0.704  0.303
N  -1.518  1.582  0.404
H  2.617  -1.052  -0.379
H  1.760  -2.667  0.079
H  -2.784  0.123  1.080
H  1.169  0.872  -1.248
H  1.474  1.221  0.468
H  -0.240  1.172  -0.094
H  -0.413  -1.002  0.073
H  -2.859  0.579  -0.536


Record 6
A molecular structure, C3H4O2 at a distorted geometry. Source: the Open Molecules 2025 dataset; level of theory: ωB97M-V/def2-TZVPD.

Output
Net charge: 0
HOMO-LUMO gap, eV: 7.530

CARTESIAN COORDINATES (ANGSTROEM)
C  2.067  -0.798  -0.181
C  -0.323  -0.082  -0.507
C  -1.179  0.769  0.238
O  1.383  0.055  0.116
O  2.644  -1.747  -0.455
H  -0.376  -1.158  -0.366
H  -1.583  0.284  1.132
H  -2.023  0.972  -0.492
H  -0.608  1.706  0.515